Here is C5H7NO as an isolated structure at a distorted geometry from OMol25. Energies are from the ωB97M-V functional and the def2-TZVPD basis.

Gap between HOMO and LUMO, eV: 9.8
DFT total energy, eV: -8830.410
Total charge: 0
Relative energy (zero: lowest compared OMol25 entry of this formula, charge and spin), kJ/mol: 558.9

Each line ends with the Löwdin charge.
Atoms and positions in Å:
C  -0.627  -1.277  0.098  -0.12
H  1.826  -1.554  -0.659  0.18
H  0.517  -1.052  -1.791  0.11
C  0.274  0.677  0.598  -0.35
C  0.559  0.464  -0.676  -0.34
H  1.080  1.432  -1.089  0.21
H  -0.426  -1.737  1.238  0.17
C  0.725  -1.043  -0.688  -0.10
O  1.104  0.700  1.608  0.04
H  -2.152  0.517  0.750  0.18
H  -1.283  0.169  -1.868  0.18
C  -1.116  0.199  0.306  -0.25
H  -1.230  -2.018  -0.479  0.11
N  -0.865  0.646  -0.970  -0.01